Entry 1:
Density functional theory data (ωB97M-V with the def2-TZVPD basis set) for a structure of composition C48H43N2OP2SiZr.

```
98
Properties=species:S:1:pos:R:3:forces:R:3:lowdin_charge:R:1
Zr -0.209675 -0.320422 -0.121560 0.0 0.3 -0.3 1.351
C -0.400287 -0.202800 3.854833 0.0 0.0 0.0 -0.191
Si 0.727634 -0.334265 2.372026 0.0 0.1 0.0 0.581
C 1.407588 -2.098549 2.247232 0.0 0.0 0.0 -0.300
C 1.183642 -3.045422 3.254030 0.0 0.0 0.0 -0.066
C 1.714699 -4.322363 3.158964 0.0 0.0 0.0 -0.027
C 2.472821 -4.694738 2.051878 0.0 0.0 0.0 -0.027
C 2.694555 -3.788024 1.029619 0.0 0.0 0.0 -0.051
C 2.158773 -2.505118 1.125005 -0.1 0.0 0.0 -0.386
P 2.347720 -1.260853 -0.159886 0.0 -0.1 0.0 1.032
C 4.067127 -0.921509 -0.535813 0.0 0.0 0.0 -0.347
C 4.692131 0.150187 0.103095 0.0 0.0 0.0 -0.090
C 6.045820 0.370959 -0.094670 0.0 0.0 0.0 -0.042
C 6.774266 -0.472952 -0.922737 0.0 0.0 0.0 -0.032
C 6.156338 -1.548825 -1.548056 0.0 0.0 0.0 -0.040
C 4.804428 -1.781442 -1.353141 0.0 0.0 0.0 -0.085
C 1.502712 -1.892076 -1.646080 0.0 -0.1 0.1 -0.390
C 0.243762 -2.502448 -1.449527 0.0 -0.1 0.1 -0.205
C -0.595256 -2.800454 -2.525427 0.0 0.0 0.0 -0.042
C -0.178759 -2.507558 -3.813071 0.0 0.0 0.0 -0.026
C 1.065178 -1.917770 -4.019031 0.0 0.0 0.0 -0.026
C 1.886484 -1.585166 -2.952902 0.0 0.0 0.0 -0.070
C 2.039096 1.017256 2.455724 0.0 -0.1 0.0 -0.322
C 3.082912 1.006982 3.381255 0.0 0.0 0.0 -0.065
C 3.972031 2.071357 3.462167 0.0 0.0 0.0 -0.032
C 3.826684 3.177317 2.631241 0.0 0.0 0.0 -0.036
C 2.794043 3.216367 1.706906 0.0 0.0 0.0 -0.069
C 1.922844 2.131380 1.609661 0.0 0.1 0.0 -0.399
P 0.593936 2.121924 0.396255 0.2 -0.1 0.1 0.999
C 1.234568 1.868184 -1.278006 0.0 0.2 0.2 -0.431
C 2.561159 2.071839 -1.669460 0.0 -0.1 -0.1 -0.055
C 2.893773 1.986136 -3.009650 0.0 0.0 0.1 -0.019
C 1.919626 1.686990 -3.964169 0.0 0.0 0.0 -0.037
C 0.614086 1.438448 -3.583108 -0.1 0.0 0.0 -0.058
C 0.269151 1.516107 -2.234723 -0.1 -0.1 0.1 -0.176
C -0.250870 3.708122 0.407057 -0.1 -0.1 0.1 -0.355
C -0.281901 4.552815 -0.699179 0.0 0.0 0.0 -0.068
C -0.912197 5.785052 -0.596811 0.0 0.0 0.0 -0.044
C -1.502522 6.169751 0.598093 0.0 0.0 0.0 -0.037
C -1.468017 5.326916 1.703386 0.0 0.0 0.0 -0.050
C -0.846115 4.094109 1.611223 0.0 0.0 0.0 -0.090
H 0.149685 -0.465059 4.762600 0.0 0.0 0.0 0.048
H -0.747092 0.824068 3.983779 0.0 0.0 0.0 0.030
H -1.269084 -0.859581 3.786724 0.0 0.0 0.0 0.037
H 0.607096 -2.780896 4.131541 0.0 0.0 0.0 0.105
H 1.546371 -5.034088 3.956445 0.0 0.0 0.0 0.125
H 2.889491 -5.691120 1.991186 0.0 0.0 0.0 0.125
H 3.282758 -4.076048 0.166393 0.0 0.0 0.0 0.117
H 4.127821 0.800634 0.761264 0.0 0.0 0.0 0.076
H 6.535797 1.197116 0.403127 0.0 0.0 0.0 0.119
H 7.831206 -0.298974 -1.073745 0.0 0.0 0.0 0.124
H 6.730791 -2.213148 -2.179301 0.0 0.0 0.0 0.123
H 4.335463 -2.634339 -1.828471 0.0 0.0 0.0 0.110
H -0.008422 -2.911963 -0.464263 0.0 0.0 0.0 0.116
H -1.544733 -3.290691 -2.349191 0.0 0.0 0.0 0.101
H -0.806068 -2.759000 -4.657637 0.0 0.0 0.0 0.125
H 1.398523 -1.711880 -5.028314 0.0 0.0 0.0 0.131
H 2.836475 -1.101373 -3.134976 0.0 0.0 0.0 0.111
H 3.206475 0.164635 4.052621 0.0 0.0 0.0 0.120
H 4.773958 2.047838 4.188437 0.0 0.0 0.0 0.125
H 4.510623 4.011465 2.712438 0.0 0.0 0.0 0.124
H 2.663026 4.087419 1.074424 0.0 0.0 0.0 0.124
H 3.310120 2.330984 -0.933540 0.0 0.0 0.0 0.105
H 3.911043 2.182569 -3.323109 0.0 0.0 0.0 0.130
H 2.187200 1.657809 -5.012471 0.0 0.0 0.0 0.129
H -0.141182 1.218151 -4.325798 0.0 0.0 0.0 0.126
H -0.792674 1.459575 -1.959810 0.0 0.1 0.0 0.107
H 0.191784 4.268584 -1.630068 0.0 0.0 0.0 0.107
H -0.930240 6.450355 -1.449257 0.0 0.0 0.0 0.121
H -1.983986 7.135433 0.673130 0.0 0.0 0.0 0.123
H -1.916575 5.637528 2.637273 0.0 0.0 0.0 0.119
H -0.797103 3.446464 2.480452 0.0 0.0 0.0 0.106
C -6.861848 -0.810890 0.321359 0.0 0.0 0.0 0.063
N -5.540859 -0.361126 0.754693 0.0 0.1 0.0 -0.016
N -4.388219 -0.703621 0.105844 0.0 0.0 0.0 0.066
C -3.368602 -0.069102 0.717099 0.0 -0.2 0.0 -0.330
O -2.135733 -0.267209 0.299438 0.1 0.1 -0.1 -0.260
C -3.871157 0.698460 1.753563 0.0 0.0 0.0 0.096
C -5.247959 0.491647 1.743693 0.0 0.0 0.0 -0.213
C -6.306392 1.065891 2.613614 0.0 0.0 0.0 0.023
C -4.313232 -1.676960 -0.948216 0.0 0.0 0.0 -0.223
C -4.276116 -1.240550 -2.264033 0.0 0.0 0.0 -0.004
C -4.214393 -2.184535 -3.279360 0.0 0.0 0.0 -0.054
C -4.195175 -3.539005 -2.968571 0.0 0.0 0.0 -0.060
C -4.228998 -3.960086 -1.644176 0.0 0.0 0.0 -0.051
C -4.286194 -3.025122 -0.620686 0.0 0.0 0.0 -0.001
H -6.753872 -1.426843 -0.565606 0.0 0.0 0.0 0.100
H -7.479867 0.052745 0.085697 0.0 0.0 0.0 0.114
H -7.326764 -1.397824 1.110650 0.0 0.0 0.0 0.115
H -3.311727 1.318225 2.431262 0.0 0.0 0.0 0.128
H -5.858787 1.684571 3.386230 0.0 0.0 0.0 0.099
H -6.888349 0.278578 3.094113 0.0 0.0 0.0 0.105
H -6.993274 1.683432 2.032404 0.0 0.0 0.0 0.106
H -4.324473 -0.181587 -2.485979 0.0 0.0 0.0 0.129
H -4.210796 -1.864179 -4.312528 0.0 0.0 0.0 0.121
H -4.173273 -4.272819 -3.763450 0.0 0.0 0.0 0.124
H -4.229434 -5.015613 -1.408219 0.0 0.0 0.0 0.124
H -4.327052 -3.334343 0.416593 0.0 0.0 0.0 0.132
```
Positions in Å, forces in eV/Å.

Properties
E_tot: -3058.1293 Ha
HOMO-LUMO gap: 0.258 hartree
charge: +3

Entry 2:
Density functional theory data (ωB97M-V with the def2-TZVPD basis set) for a structure of composition C48H44F3N3O2P2Pt.

```
103
Properties=species:S:1:pos:R:3:forces:R:3:mulliken_spin:R:1
Pt -0.134323 -1.622893 -0.285275 0.4 0.0 0.2 1.250
O -1.684706 0.278254 0.016187 -0.3 -0.1 -0.1 -0.079
P -3.018652 0.479680 -0.636715 0.4 0.0 0.3 0.011
C -2.893897 0.772920 -2.426997 0.0 0.0 -0.1 -0.004
P -1.198188 0.504682 -3.003624 0.3 -0.3 0.1 0.058
O -0.672926 -0.857793 -2.700443 -0.3 0.1 -0.4 0.043
C -1.243847 0.836910 -4.779715 -0.1 -0.1 -0.1 0.007
C -0.071604 0.600940 -5.500355 0.0 0.0 -0.1 0.002
C -0.050984 0.772685 -6.875463 0.0 0.0 0.1 0.000
C -1.200206 1.177259 -7.544528 0.0 0.0 0.0 0.001
C -2.369089 1.408214 -6.839330 0.0 0.0 0.1 0.000
C -2.390678 1.235970 -5.458857 0.0 0.1 -0.1 0.000
C -0.168666 1.783077 -2.282149 0.1 0.1 0.1 -0.009
C -0.645874 3.018235 -1.857088 0.0 0.1 0.0 0.001
C 0.232688 3.964440 -1.346787 0.0 -0.1 0.0 0.003
C 1.589488 3.679740 -1.266361 0.0 0.0 0.0 -0.002
C 2.068025 2.441570 -1.674962 -0.1 0.0 0.0 -0.003
C 1.191362 1.488767 -2.174487 0.0 0.0 0.1 0.042
C -3.793674 1.956277 0.041438 0.1 0.2 0.1 0.001
C -4.734570 2.725191 -0.636515 -0.2 0.0 0.1 0.001
C -5.260594 3.867698 -0.045886 0.1 -0.1 -0.1 0.000
C -4.842145 4.243856 1.223307 0.0 0.0 0.0 0.000
C -3.899551 3.484666 1.901979 0.0 -0.1 -0.1 0.001
C -3.371320 2.343334 1.312936 0.1 0.1 0.0 0.002
C -4.139276 -0.888038 -0.342588 -0.2 -0.1 0.0 0.011
C -4.386441 -1.180034 1.001411 0.0 0.0 0.0 0.009
C -5.194275 -2.247041 1.348384 0.0 0.0 0.0 0.000
C -5.760330 -3.038893 0.358983 0.0 0.0 0.0 0.002
C -5.515123 -2.763569 -0.976607 0.0 0.1 0.0 -0.001
C -4.708155 -1.689322 -1.328494 0.0 -0.1 0.0 -0.003
H -3.221928 1.782785 -2.673783 0.0 0.0 0.0 0.001
H -3.511757 0.066651 -2.978140 -0.1 0.0 -0.1 0.000
H 0.822515 0.265126 -4.987660 0.0 0.0 0.0 0.000
H 0.861774 0.586480 -7.426845 0.0 0.0 0.0 0.000
H -1.183299 1.306659 -8.619742 0.0 0.0 0.0 0.000
H -3.266299 1.720903 -7.358592 0.0 0.0 0.0 0.000
H -3.311631 1.426269 -4.922584 0.0 0.0 0.0 0.000
H -1.704291 3.256017 -1.900659 0.1 0.0 0.0 0.000
H -0.145901 4.918745 -1.003662 0.0 0.0 0.0 0.000
H 2.274173 4.420955 -0.872787 0.0 0.0 0.0 0.000
H 3.122468 2.210346 -1.590605 0.0 0.0 0.0 0.001
H 1.548846 0.498561 -2.437985 0.0 0.0 0.0 -0.022
H -5.087886 2.431660 -1.618866 0.0 0.0 0.0 0.000
H -5.993772 4.461533 -0.577170 0.0 0.0 0.0 0.000
H -5.247345 5.138547 1.680109 0.0 0.0 0.0 0.000
H -3.560707 3.786041 2.885826 0.0 0.0 0.0 0.000
H -2.591041 1.781049 1.814917 -0.1 0.0 -0.1 -0.001
H -3.921763 -0.587642 1.782502 0.0 0.0 0.0 -0.003
H -5.364109 -2.475462 2.392337 0.0 0.0 0.0 0.000
H -6.381073 -3.882915 0.630831 0.0 0.0 0.0 0.000
H -5.940942 -3.390572 -1.748667 0.0 0.0 0.0 0.000
H -4.518080 -1.513397 -2.378478 0.0 0.0 0.0 -0.001
C 3.879381 -0.384958 5.457449 0.0 0.0 0.0 0.000
C 4.750833 -0.212684 4.242772 0.0 0.0 0.0 0.001
C 6.098801 0.102566 4.359660 0.0 0.0 0.0 0.000
C 6.912221 0.259259 3.245671 0.0 0.0 0.0 0.000
C 6.362519 0.119966 1.981092 0.0 0.0 0.0 0.000
C 5.014011 -0.174902 1.834487 0.0 0.0 0.0 -0.001
C 4.210750 -0.359230 2.958943 -0.1 0.0 0.0 0.001
N 2.829528 -0.658902 2.864851 0.0 0.0 -0.1 0.004
C 2.173344 -1.155925 1.739021 0.3 0.0 0.0 0.024
N 2.852225 -2.139843 1.113450 -0.2 -0.1 0.0 0.007
C 2.688321 -2.777031 -0.157452 0.2 0.2 0.3 0.049
C 1.576096 -2.562905 -0.962519 -0.2 0.0 -0.2 0.270
C 1.567676 -3.218411 -2.200278 0.0 0.0 -0.1 -0.069
C 2.596459 -4.057204 -2.598965 0.0 0.0 0.1 -0.008
C 3.678492 -4.265445 -1.751579 0.0 0.0 0.0 0.019
C 3.743691 -3.629983 -0.521539 0.1 0.0 0.0 -0.010
C 4.921954 -3.867897 0.393730 0.0 0.0 0.0 0.001
N 1.004663 -0.723003 1.398513 -0.2 0.2 0.2 -0.007
C 0.497812 0.433929 2.056252 0.0 -0.1 -0.1 0.041
C 0.933642 1.693454 1.658436 0.1 0.1 -0.1 -0.012
C 0.446253 2.842803 2.265678 0.0 -0.1 0.0 -0.009
C -0.482708 2.734020 3.290421 0.0 -0.1 0.0 0.018
C -0.920232 1.473893 3.681647 0.0 0.0 0.0 -0.013
C -0.455897 0.308908 3.071010 -0.1 0.0 0.1 0.006
C -0.965373 -1.045898 3.480490 0.0 0.1 0.0 -0.002
H 4.480445 -0.386740 6.365498 0.0 0.0 0.0 0.000
H 3.318545 -1.320939 5.410578 0.0 0.0 0.0 0.000
H 3.147741 0.424451 5.551746 0.0 0.0 0.0 0.000
H 6.520379 0.214315 5.352575 0.0 0.0 0.0 0.000
H 7.962549 0.492516 3.366084 0.0 0.0 0.0 0.000
H 6.977248 0.251327 1.099063 0.0 0.0 0.0 0.000
H 4.582965 -0.256980 0.844885 0.0 0.0 0.0 0.000
H 2.229077 -0.127165 3.475619 0.0 0.0 0.0 -0.002
H 3.670629 -2.427310 1.620456 0.0 -0.1 0.0 -0.002
H 0.719808 -3.065849 -2.858902 0.0 0.0 0.0 0.006
H 2.555717 -4.558723 -3.559417 0.0 0.0 0.0 -0.001
H 4.484127 -4.931222 -2.042072 0.0 0.0 0.0 0.002
H 5.596638 -4.601865 -0.044338 0.0 0.0 0.0 0.000
H 4.612558 -4.259800 1.369158 0.0 0.0 0.0 0.000
H 5.505107 -2.958417 0.575262 0.0 0.0 0.0 0.000
H 1.654743 1.758468 0.850152 -0.1 0.0 0.1 0.009
H 0.793904 3.816101 1.939025 0.0 0.0 0.0 0.000
H -0.866242 3.621381 3.779986 0.0 0.0 0.0 0.002
H -1.646731 1.382885 4.483588 0.0 0.0 0.0 0.000
H -1.686982 -0.955390 4.294195 0.0 0.0 0.0 -0.001
H -0.159414 -1.708014 3.807540 0.0 0.0 0.0 0.001
H -1.443582 -1.552462 2.640148 0.0 0.1 0.1 0.000
F -0.093786 -3.795067 1.626269 0.0 0.0 0.0 0.004
C -0.941746 -3.285715 0.677393 0.0 0.1 -0.1 0.336
F -1.152351 -4.317830 -0.189109 0.0 -0.1 0.0 0.013
F -2.146225 -3.171653 1.351675 -0.1 0.0 -0.1 0.006
```
Positions in Å, forces in eV/Å.

Properties
expectation value of S²: 2.00
E_tot: -3271.9578 Ha
multiplicity: 3
HOMO-LUMO gap (alpha / beta): 0.203 / 0.275 hartree
charge: 0

Q: Look up the charge of the first one.
A: +3